# 1
The following is a DFT calculation (ωB97M-V with the def2-TZVPD basis set) of a molecular structure, C27H56F3N5O5SSn.

The geometry in XYZ format:
```
98
Properties=species:S:1:pos:R:3
C -4.02379 -6.00141 1.86828
O -3.99357 -4.78188 1.12308
C -4.45519 -3.64734 1.88010
C -3.53081 -3.31906 3.04234
N -2.09854 -3.25663 2.55700
H -1.91044 -4.06786 1.97786
H -2.05300 -2.53003 1.84110
C -1.01399 -3.14516 3.64268
C -0.80967 -1.83542 4.36522
O -1.95454 -1.48613 5.11133
C -1.80987 -0.26138 5.79281
H -3.91280 -6.87321 1.22247
H -5.02929 -6.20011 2.24318
H -3.23127 -6.01654 2.61601
H -5.46930 -3.86004 2.22318
H -4.61483 -2.83401 1.17217
H -3.60041 -4.05275 3.84460
H -3.77610 -2.35381 3.48401
H -0.12469 -3.39703 3.06349
H -1.16143 -3.97941 4.32836
H -0.55619 -1.02281 3.67959
H 0.08598 -1.93344 4.98251
H -2.58642 -0.12031 6.54445
H -1.94691 0.50684 5.03006
H -0.89525 -0.15856 6.37874
Sn -3.79959 -4.86421 -2.43744
C -2.91919 0.06529 -1.15089
F -2.49521 1.10672 -0.46777
F -4.23381 -0.12753 -0.86203
F -2.76632 0.33414 -2.43946
S -1.79184 -1.49610 -0.64697
O -0.57953 -1.37150 -1.47819
O -1.55876 -1.30484 0.78106
O -2.56527 -2.73334 -0.95885
C -1.24625 5.47167 1.54098
C -1.11434 3.92584 1.46422
N 0.28230 3.50751 1.49683
C 0.97561 3.61956 0.22541
C 2.46925 3.77079 0.24751
C 0.51336 2.17372 2.09980
C 0.49827 2.21408 3.62851
H -0.55436 5.80099 2.31631
H -2.23785 5.80627 1.84276
H -0.93519 5.91623 0.59598
H -1.66111 3.58738 2.34486
H -1.60735 3.48799 0.59246
H 0.57639 4.46799 -0.33197
H 0.74765 2.73227 -0.37619
H 2.94007 2.85337 0.60340
H 2.76308 4.53314 0.97016
H 2.86157 4.05434 -0.72843
H -0.26226 1.51923 1.68986
H 1.40650 1.63487 1.78070
H -0.56909 2.31814 3.83936
H 0.80023 1.31151 4.15945
H 0.90063 3.09343 4.13011
C 0.70345 1.12950 -3.21965
C 1.82658 0.74326 -2.21880
N 2.83069 -0.20514 -2.72448
C 3.66088 0.43853 -3.77490
C 4.45586 -0.60586 -4.49975
C 3.67617 -0.86178 -1.70553
C 4.29192 0.12130 -0.64154
H 1.10169 1.69135 -4.06384
H -0.08278 1.66321 -2.68663
H 0.24877 0.22807 -3.63279
H 2.29761 1.64346 -1.81490
H 1.34053 0.25611 -1.37258
H 2.97064 0.83018 -4.52274
H 4.22091 1.28799 -3.37909
H 4.91664 -0.15634 -5.38154
H 5.36733 -0.93979 -4.00131
H 3.95050 -1.51379 -4.82631
H 4.45091 -1.39044 -2.25694
H 3.18399 -1.63335 -1.11067
H 4.91555 -0.52823 -0.02776
H 3.53496 0.52756 0.02658
H 4.82526 0.83978 -1.26290
N 1.60415 -2.63049 0.93482
C 1.51730 -1.31995 1.29117
C 2.60183 -0.99245 2.04524
C 3.42838 -2.13641 2.06420
C 2.79105 -3.16029 1.41865
H 0.97216 -3.10852 0.31238
H 0.65371 -0.74290 1.00060
H 2.76888 0.01605 2.39114
H 4.42130 -2.13713 2.48794
H 3.04958 -4.16722 1.13057
N -0.96902 1.51751 -6.14891
C -1.78694 2.38961 -5.42082
C -1.88308 3.58641 -6.08908
C -1.12314 3.44377 -7.27879
C -0.60987 2.20114 -7.27522
H -0.65979 0.59181 -5.90213
H -2.24488 2.02355 -4.51475
H -2.43327 4.43851 -5.72163
H -1.03572 4.19058 -8.05243
H -0.11597 1.64936 -8.06102
```

Summary:
**Total charge**: +2
**HOMO-LUMO gap**: 0.0596 Ha
**HOMO level**: -11.720 eV
**E_LUMO**: -10.098 eV



# 2
The following is a DFT calculation (ωB97M-V with the def2-TZVPD basis set) of a molecular structure, C27H56N12S5Y.

The geometry in XYZ format:
```
101
Properties=species:S:1:pos:R:3
Y 0.29340 0.43631 0.32941
C 4.03722 0.10446 -0.67225
N 3.83664 1.49773 -0.31404
C 4.69438 1.99735 0.75210
C 2.82789 2.23825 -0.82227
N 1.68747 1.65838 -1.16860
C 0.95985 2.25747 -2.29115
C 0.30032 1.11622 -3.02718
N -0.58950 0.35828 -2.11560
C -1.90189 1.04244 -2.10964
C -2.84178 0.60708 -1.00108
N -2.14991 0.66055 0.28680
C -2.84449 0.49654 1.38209
N -4.02255 -0.19090 1.45987
C -5.08632 0.22323 2.35920
C -4.29255 -1.39717 0.70241
N -2.35892 1.03841 2.54965
C -2.54329 0.36732 3.82630
C -2.19620 2.48649 2.65492
C -0.65594 -1.04390 -2.56441
C -1.07256 -2.04016 -1.50105
N -0.36299 -1.88959 -0.22120
C 0.03852 -3.04444 0.30594
N 0.67409 -4.00003 -0.43153
C 0.46065 -5.42493 -0.25002
C 1.53928 -3.63084 -1.53558
N -0.17591 -3.33261 1.60373
C 0.71782 -4.17280 2.38797
C -1.15421 -2.60936 2.39058
N 3.05955 3.56393 -0.99801
C 4.38033 4.09966 -1.27477
C 2.01034 4.55697 -0.83287
H 5.09590 -0.04806 -0.89667
H 3.44976 -0.12907 -1.55806
H 3.74562 -0.56160 0.14111
H 4.72516 1.25118 1.54562
H 4.26531 2.90115 1.17599
H 5.71118 2.19079 0.40064
H 1.64472 2.77423 -2.97044
H 0.21071 2.99028 -1.97754
H 1.08310 0.44424 -3.37737
H -0.25930 1.46913 -3.90192
H -2.39305 0.90378 -3.08256
H -1.71541 2.10843 -1.98390
H -3.25569 -0.37422 -1.22775
H -3.68213 1.31050 -1.00455
H -4.88154 1.21657 2.74825
H -5.20972 -0.47401 3.19172
H -6.02428 0.26626 1.80200
H -3.36410 -1.80431 0.31219
H -4.99026 -1.22774 -0.12251
H -4.73201 -2.13780 1.37466
H -2.75180 -0.68914 3.67011
H -3.35427 0.80792 4.41508
H -1.61595 0.45965 4.39323
H -2.04352 2.91924 1.67195
H -1.33477 2.72030 3.27439
H -3.09191 2.92114 3.11720
H 0.34658 -1.31367 -2.89786
H -1.32370 -1.13842 -3.43244
H -0.93399 -3.03694 -1.92893
H -2.14617 -1.95535 -1.31575
H -0.35286 -5.59458 0.44974
H 1.35775 -5.92868 0.11711
H 0.18615 -5.86948 -1.20985
H 1.80348 -2.57939 -1.45102
H 1.07052 -3.81234 -2.50801
H 2.45250 -4.22629 -1.48137
H 1.61976 -4.38985 1.82467
H 0.23003 -5.10382 2.68507
H 1.01344 -3.61740 3.27814
H -1.76636 -1.99910 1.73412
H -0.64566 -1.95812 3.10607
H -1.78132 -3.32403 2.92971
H 5.04880 3.30384 -1.59088
H 4.80754 4.60446 -0.40486
H 4.29782 4.82495 -2.08647
H 1.14248 4.11698 -0.35314
H 1.71180 4.99426 -1.78932
H 2.38118 5.35041 -0.18167
S 1.82950 -1.08630 1.96948
S 2.65547 0.20323 3.36315
S 1.17828 1.59574 3.62984
S 1.10869 2.56568 1.81205
C -4.95999 8.09603 -1.74149
C -4.52482 6.71403 -2.09103
C -5.05448 5.94987 -3.08827
C -4.51304 4.65718 -3.27954
N -3.53266 4.16579 -2.55195
C -2.99636 4.91749 -1.56059
S -1.75265 4.40394 -0.57204
N -3.52082 6.17609 -1.36266
C -5.07502 3.76274 -4.34081
H -5.77540 8.41083 -2.38658
H -4.13166 8.79686 -1.85629
H -5.29523 8.13988 -0.70423
H -5.85458 6.32428 -3.70730
H -3.09400 6.70560 -0.61392
H -5.52887 4.33362 -5.14889
H -5.84845 3.12905 -3.90089
H -4.29450 3.11504 -4.73217
```

Summary:
**Total charge**: +1
**HOMO-LUMO gap**: 0.2496 Ha
**Energy relative to the best compared isomer or geometry (same formula, charge and spin)**: 0.322 eV
**HOMO level**: -8.854 eV
**E_LUMO**: -2.061 eV



# 3
The following is a DFT calculation (ωB97M-V with the def2-TZVPD basis set) of 4 unconnected molecules or ions with the total composition C27H57FN5O6P2S2.

The geometry in XYZ format:
```
100
Properties=species:S:1:pos:R:3
C 4.12393 -4.43514 1.24878
C 4.39063 -3.33248 2.11478
C 4.76211 -1.83238 2.70394
C 6.32016 -1.22313 2.74690
N 6.45480 0.16610 3.28432
P 8.17731 0.77159 3.24011
S 8.06162 2.74503 3.08747
N 5.58924 1.06963 3.79410
C 4.14986 0.71528 3.84087
P 2.93037 2.06035 4.54394
S 1.75668 2.66050 3.10762
C 3.67748 -0.73710 3.27565
C 2.06474 -1.11106 3.31249
C 1.40177 -1.07809 4.81174
C 0.03844 -0.17476 4.94779
F -0.68793 0.05845 3.67734
H 3.93098 -5.43958 0.63352
H 7.24853 -1.86823 2.36770
H 8.79118 0.23255 2.04083
H 8.82839 0.38529 4.46670
H 2.25538 1.54228 5.70622
H 3.68116 3.23912 4.99090
H 1.54806 -0.41592 2.52340
H 1.93401 -2.22444 2.90648
H 1.14431 -2.19201 5.14686
H 2.14838 -0.67538 5.65084
H 0.19491 0.85763 5.51120
H -0.70655 -0.79264 5.64628
C -7.04330 -1.45964 0.68676
O -6.64472 -0.27572 0.01304
C -6.40200 0.82334 0.89980
C -4.90286 1.15816 0.95081
N -4.15090 0.11547 1.65623
C -2.69603 0.23970 1.51436
C -2.10740 0.09895 0.09571
O -2.22924 -1.21302 -0.45755
C -3.47812 -1.47469 -1.08223
H -7.37579 -2.18489 -0.06283
H -6.20785 -1.89784 1.23525
H -7.87792 -1.26372 1.36849
H -6.81187 0.64837 1.89986
H -6.93144 1.68475 0.47335
H -4.76429 2.11379 1.46730
H -4.55229 1.27028 -0.07898
H -4.42785 -0.79498 1.29810
H -2.25594 -0.54555 2.14048
H -2.37798 1.19702 1.94416
H -1.02991 0.28547 0.17607
H -2.48787 0.85477 -0.59947
H -3.91394 -0.58187 -1.53982
H -4.16968 -1.91167 -0.35957
H -3.31792 -2.21942 -1.86599
C -3.25601 -4.67954 -3.50401
O -4.58915 -4.59141 -3.02505
C -5.37931 -3.62650 -3.73059
C -6.45156 -4.32286 -4.58353
N -5.85057 -5.01695 -5.72690
C -6.77837 -5.91180 -6.42736
C -7.34121 -7.11007 -5.63601
O -6.36315 -8.09582 -5.29848
C -5.62927 -7.81558 -4.11473
H -2.68178 -5.29818 -2.80689
H -3.22352 -5.15547 -4.48547
H -2.78749 -3.69060 -3.55112
H -4.76588 -2.94497 -4.32888
H -5.88675 -3.02612 -2.96492
H -7.16273 -3.57495 -4.94966
H -6.98979 -5.02055 -3.93587
H -5.06053 -5.56934 -5.40349
H -6.23326 -6.30664 -7.29297
H -7.61039 -5.31908 -6.82582
H -8.05762 -7.61890 -6.29180
H -7.91251 -6.80572 -4.75269
H -6.22065 -7.27084 -3.37314
H -4.72198 -7.26201 -4.36342
H -5.31652 -8.76580 -3.67446
C 4.69126 3.86677 0.79018
O 4.89052 4.37294 -0.52073
C 3.97741 5.42217 -0.86505
C 4.71150 6.76870 -0.96552
N 5.12927 7.24427 0.35719
C 6.05519 8.38120 0.30948
C 7.42903 8.14946 -0.35212
O 8.27973 7.25672 0.37006
C 8.05398 5.88045 0.09933
H 5.30030 2.96441 0.90519
H 5.01169 4.59011 1.54180
H 3.64256 3.59600 0.95341
H 3.12718 5.47505 -0.17727
H 3.58240 5.17203 -1.85782
H 4.04544 7.50932 -1.42053
H 5.57223 6.62937 -1.62556
H 5.58552 6.48442 0.85555
H 6.22922 8.68234 1.34935
H 5.55580 9.22528 -0.18090
H 7.94989 9.11430 -0.35515
H 7.35014 7.85206 -1.40313
H 7.72358 5.70336 -0.92825
H 7.33025 5.47679 0.80977
H 8.99307 5.34364 0.25588
```

Summary:
**Total charge**: +1
**HOMO-LUMO gap**: 0.1520 Ha
**HOMO level**: -9.673 eV
**E_LUMO**: -5.537 eV



# 4
The following is a DFT calculation (ωB97M-V with the def2-TZVPD basis set) of a molecular structure, C27H57N6O14V.

The geometry in XYZ format:
```
105
Properties=species:S:1:pos:R:3
O 5.00597 -8.87774 -28.36407
V 4.89416 -9.96056 -27.29541
O 4.37702 -11.37323 -27.86158
N 1.49979 -9.20316 -26.61146
O 2.50782 -9.50897 -27.18357
O 1.03082 -8.10251 -26.84390
O 1.16378 -9.90022 -25.69448
N 4.13136 -7.95381 -24.73949
O 4.81987 -8.37158 -25.69381
O 3.37228 -6.93694 -24.91222
O 3.65806 -8.78995 -23.94950
N 4.61879 -11.78366 -24.66974
O 4.71259 -12.04784 -23.47443
O 3.52373 -11.80736 -25.11732
O 5.54763 -11.40423 -25.34790
C 3.91761 -14.95682 -32.67795
C 3.99289 -13.53175 -32.19262
C 5.22516 -12.89136 -32.90592
C 5.26342 -11.33132 -32.94735
C 3.91643 -10.79607 -33.41003
C 2.61089 -11.27538 -32.60036
N 2.68237 -12.76356 -32.44036
O 1.60174 -13.38254 -31.73209
C 2.61828 -10.55022 -31.22329
C 1.47478 -10.97304 -33.47415
C 4.27717 -13.52811 -30.66190
H 2.94235 -15.43113 -32.56834
H 4.57319 -15.61791 -32.11113
H 4.14764 -14.83621 -33.73655
H 6.16417 -13.28437 -32.51616
H 5.14943 -13.05119 -33.98147
H 6.07566 -10.97336 -33.57998
H 5.53510 -10.91146 -31.97884
H 3.86443 -11.11214 -34.45191
H 3.86138 -9.70815 -33.44890
H 1.84070 -11.00426 -30.60903
H 3.54542 -10.67419 -30.66370
H 2.37164 -9.51456 -31.45711
H 1.33342 -9.91298 -33.68489
H 1.29364 -11.47523 -34.42446
H 0.51940 -11.06993 -32.95845
H 5.16730 -14.02326 -30.27382
H 3.45152 -13.91692 -30.06588
H 4.49174 -12.50237 -30.36205
H 1.77903 -13.02834 -30.85762
C 8.27303 -8.86148 -25.22738
C 9.13780 -9.94629 -26.04851
C 9.50562 -11.17435 -25.15008
C 9.85871 -12.52403 -25.82756
C 8.97435 -12.81085 -27.02039
C 8.74162 -11.63993 -28.04678
N 8.44437 -10.36057 -27.32486
O 7.79610 -9.39515 -28.15473
C 10.02260 -11.42358 -28.87060
C 7.63942 -12.04974 -29.08762
C 10.44344 -9.16184 -26.39997
H 7.23353 -9.18305 -25.29184
H 8.48517 -8.88345 -24.15844
H 8.38291 -7.81067 -25.49539
H 10.35846 -10.84935 -24.55416
H 8.64207 -11.30388 -24.49769
H 10.92516 -12.43562 -26.03479
H 9.83320 -13.28377 -25.04637
H 7.99396 -12.92592 -26.55812
H 9.09264 -13.76965 -27.52519
H 10.18777 -10.43736 -29.30441
H 10.26671 -12.10721 -29.68372
H 10.89221 -11.48030 -28.21588
H 7.64395 -13.08392 -29.43194
H 7.49300 -11.37976 -29.93484
H 6.73298 -12.02652 -28.48270
H 10.19901 -8.39308 -27.13301
H 10.93011 -8.83784 -25.48004
H 11.07507 -9.64734 -27.14390
H 8.50956 -8.76819 -28.29433
C 5.24514 -3.99743 -28.91673
C 3.86786 -3.59467 -28.45605
C 3.09600 -2.58736 -29.43058
C 2.71803 -3.25175 -30.89325
C 1.98126 -4.54482 -30.70100
C 2.63253 -5.58679 -29.65535
N 3.04629 -4.83375 -28.39517
O 3.29860 -5.76426 -27.34940
C 1.46332 -6.55588 -29.45461
C 3.77395 -6.33734 -30.27793
C 4.05234 -2.82403 -27.12011
H 5.50876 -4.69613 -28.12273
H 5.95521 -3.17327 -28.84845
H 5.32842 -4.23691 -29.97683
H 2.15636 -2.17716 -29.06055
H 3.87695 -1.90213 -29.76025
H 3.56972 -3.34597 -31.56693
H 2.11738 -2.44114 -31.30586
H 1.73093 -4.96692 -31.67427
H 0.93941 -4.34356 -30.45172
H 0.91549 -6.69694 -30.38633
H 1.75452 -7.45516 -28.91185
H 0.79641 -6.09405 -28.72656
H 4.33125 -5.75416 -31.01100
H 4.48202 -6.73979 -29.55350
H 3.57025 -7.14559 -30.98031
H 4.77328 -2.01552 -27.24124
H 4.23988 -3.32879 -26.17241
H 3.08202 -2.38525 -26.88765
H 4.17582 -6.11991 -27.50933
```

Summary:
**Total charge**: -1
**HOMO-LUMO gap (spin up / spin down)**: 0.2525 / 0.1355 Ha
**Multiplicity**: 2
**Energy relative to the best compared isomer or geometry (same formula, charge and spin)**: 0.972 eV
**HOMO level (spin up / spin down)**: -5.679 / -5.512 eV
**⟨S²⟩**: 0.757
**E_LUMO (spin up / spin down)**: 1.191 / -1.825 eV



The highest total charge belongs to which entry?
C27H56F3N5O5SSn



total charge of number 2 (C27H56N12S5Y)?
+1